# C4H9NO

A molecular structure, C4H9NO (the ωB97M-V functional and the def2-TZVPD basis, the Open Molecules 2025 dataset).

Maximum force (eV/Å): 0.66
HOMO level (Ha): -0.28790

Each line ends with the Löwdin charge.
Positions of all 15 atoms, in Å:
O: 0.90218 -1.55456 0.44936  -0.05
N: 2.70444 -0.98109 -0.70832  0.09
C: -1.10968 0.10598 -0.27137  -0.27
C: -2.07062 1.06488 0.43487  -0.11
C: 1.35369 -0.96469 -0.61911  -0.37
C: 0.24647 0.11602 0.38757  -0.13
H: 0.18172 0.05696 1.48113  0.11
H: 3.23972 -1.52520 -0.03610  0.10
H: 3.15979 -0.69406 -1.55935  0.08
H: -3.04375 1.07202 -0.06664  0.07
H: -1.49613 -0.91675 -0.22479  0.12
H: -1.68846 2.09279 0.43271  0.07
H: -2.23305 0.76837 1.47730  0.07
H: -1.00086 0.36305 -1.32875  0.11
H: 0.85454 0.99627 0.15150  0.11

***

# C4H9NO

A molecular structure, C4H9NO at a distorted geometry (the ωB97M-V functional and the def2-TZVPD basis, the Open Molecules 2025 dataset).

Maximum force (eV/Å): 12.14
HOMO level (Ha): -0.34209

Each line ends with the Löwdin charge.
Positions of all 15 atoms, in Å:
O: -2.58361 -0.95417 -0.32451  0.11
N: -0.32924 -1.06236 0.05180  0.00
C: -1.63172 -0.34775 -0.06251  -0.56
C: 1.76770 -0.00307 -0.49873  -0.14
C: 0.92990 -0.61301 0.50053  -0.34
C: -1.45486 1.12073 0.07604  -0.03
H: 0.76823 0.39675 1.37918  0.19
H: -1.61886 1.28842 1.17534  0.10
H: -0.65802 -2.16705 -0.01431  0.21
H: -2.31417 1.70396 -0.29882  0.08
H: 1.92998 -0.61481 -1.46351  0.11
H: 1.41724 -1.28880 1.12592  0.08
H: 2.92102 0.19049 -0.23872  0.14
H: -0.56317 1.66245 -0.44961  0.12
H: 1.41960 0.68823 -0.95809  -0.07

***

# C4H9NO

A single C4H9NO molecule at a distorted geometry (the ωB97M-V functional and the def2-TZVPD basis, the Open Molecules 2025 dataset).

Maximum force (eV/Å): 1.57
HOMO level (Ha): -0.32706
Structure (SMILES): C[C@@H]1CN[C@H]1O

Each line ends with the Löwdin charge.
Positions of all 15 atoms, in Å:
O: -1.73790 1.36167 -0.92365  -0.03
N: 0.15175 1.52438 0.59204  -0.02
C: 1.15331 0.57960 0.13593  -0.20
C: -1.00269 0.78515 0.13011  -0.33
C: 0.08932 -1.81551 0.12795  -0.09
C: 0.08175 -0.38562 -0.42758  -0.23
H: -0.62693 -2.46639 -0.39012  0.07
H: 0.24250 -0.49304 -1.53149  0.13
H: -1.23098 1.14040 -1.70794  0.07
H: -1.77239 0.79937 0.94565  0.15
H: 1.78223 1.04645 -0.63306  0.10
H: 0.18112 1.87954 1.53750  0.11
H: -0.17564 -1.77930 1.18420  0.07
H: 1.79459 0.14237 0.91042  0.11
H: 1.06997 -2.31905 0.05004  0.08

***

# C4H9NO

A single C4H9NO molecule (the ωB97M-V functional and the def2-TZVPD basis, the Open Molecules 2025 dataset).

Maximum force (eV/Å): 0.54
HOMO level (Ha): -0.35446
Structure (SMILES): CCNC(C)=O

Each line ends with the Löwdin charge.
Positions of all 15 atoms, in Å:
O: 0.24472 0.29001 2.28423  0.08
N: 0.68917 -0.50318 0.19230  0.02
C: 0.63116 0.86004 -0.36116  -0.27
C: -1.34683 -1.25014 1.37115  0.00
C: 0.84589 0.93581 -1.85981  -0.09
C: -0.06594 -0.44908 1.37622  -0.55
H: 0.65849 1.96494 -2.18129  0.08
H: 0.14770 0.28803 -2.40529  0.07
H: 1.35141 1.47080 0.18335  0.12
H: -0.36663 1.25930 -0.09674  0.12
H: 1.86584 0.66639 -2.14926  0.08
H: -1.82723 -1.21157 0.38582  0.08
H: 0.31983 -1.18326 -0.46627  0.11
H: -2.02785 -0.84598 2.12086  0.08
H: -1.11974 -2.29212 1.60588  0.09

***

# C4H9NO

2 unconnected molecules or ions with the total composition C4H9NO at a distorted geometry (the ωB97M-V functional and the def2-TZVPD basis, the Open Molecules 2025 dataset).

Maximum force (eV/Å): 6.48
HOMO level (Ha): -0.29442
Structure (SMILES): C=CC(=C)N.O

Each line ends with the Löwdin charge.
Positions of all 15 atoms, in Å:
O: 0.30598 -2.89792 -0.67807  -0.07
N: 0.82968 1.33758 -1.31152  0.07
C: 0.53234 0.30302 2.01997  0.04
C: 0.30110 0.00573 0.70117  -0.17
C: -1.45362 1.36499 -0.32630  0.04
C: -0.12270 0.83773 -0.39046  -0.44
H: 1.10621 0.02435 2.83817  0.03
H: 0.76897 -0.97081 0.37808  0.09
H: -1.89228 1.28525 0.68807  0.05
H: -0.58795 -2.58384 -0.47378  0.04
H: 0.11332 -3.83510 -0.82506  0.04
H: -1.90565 1.84055 -1.16734  0.02
H: 0.07059 1.23536 2.38700  0.06
H: 1.47345 0.50284 -1.60427  0.13
H: 0.46057 1.55026 -2.23567  0.08

***

# C4H9NO

2 unconnected molecules or ions with the total composition C4H9NO at a distorted geometry (the ωB97M-V functional and the def2-TZVPD basis, the Open Molecules 2025 dataset).

Maximum force (eV/Å): 2.07
HOMO level (Ha): -0.30499
Structure (SMILES): C=C(C)N.C=O

Each line ends with the Löwdin charge.
Positions of all 15 atoms, in Å:
O: 3.33446 1.16648 1.09825  -0.02
N: -1.97220 0.30941 0.67053  0.07
C: 2.58863 0.21300 0.91834  -0.15
C: -0.94968 0.10842 -0.22778  -0.51
C: -0.61930 -1.31292 -0.60091  -0.05
C: -0.25798 1.12545 -0.75897  -0.01
H: -2.67871 -0.42274 0.66678  0.09
H: 0.42906 -1.53798 -0.38074  0.06
H: 0.54745 0.95852 -1.46712  0.06
H: -2.38616 1.23816 0.62120  0.10
H: -1.22922 -2.02824 -0.03867  0.07
H: -0.46634 2.15671 -0.49151  0.05
H: 2.64238 -0.40638 0.00822  0.07
H: 1.81892 -0.08473 1.64910  0.08
H: -0.80132 -1.48315 -1.66673  0.09

***

# C4H9NO

2 unconnected molecules or ions with the total composition C4H9NO (the ωB97M-V functional and the def2-TZVPD basis, the Open Molecules 2025 dataset).

Maximum force (eV/Å): 0.37
HOMO level (Ha): -0.29298

Each line ends with the Löwdin charge.
Positions of all 15 atoms, in Å:
O: 1.47687 -0.84695 0.87801  0.00
N: 2.37898 0.45558 -0.64445  0.12
C: 1.27866 -0.10222 -0.14847  -0.28
C: -0.91847 -0.32862 -0.30200  -0.31
C: -1.30976 1.12567 -0.24636  -0.12
C: -1.12063 -1.18717 0.75905  -0.13
H: 0.47178 -1.17009 1.09199  0.06
H: -1.51028 -0.79646 1.69838  0.07
H: -0.71892 1.73782 -0.93395  0.06
H: -2.36935 1.22899 -0.51312  0.08
H: 3.29435 0.30082 -0.23569  0.11
H: -0.84654 -0.74939 -1.30258  0.10
H: -1.18197 1.52563 0.76527  0.08
H: -1.24302 -2.25312 0.58228  0.06
H: 2.31832 1.05950 -1.44836  0.10

***

# C4H9NO

2 unconnected molecules or ions with the total composition C4H9NO at a distorted geometry (the ωB97M-V functional and the def2-TZVPD basis, the Open Molecules 2025 dataset).

Maximum force (eV/Å): 1.02
HOMO level (Ha): -0.27969

Each line ends with the Löwdin charge.
Positions of all 15 atoms, in Å:
O: -1.26879 1.57812 -1.20225  -0.02
N: -0.04045 0.46395 0.51055  -0.09
C: 0.38586 -0.71139 1.23892  -0.05
C: -0.92451 0.45718 -0.87271  -0.55
C: 0.39362 1.59220 0.82143  0.11
C: -0.96149 -0.79804 -1.36229  -0.02
H: 0.84481 -0.43043 2.18778  0.09
H: -0.63084 -1.67441 -0.82748  0.03
H: -1.45419 -0.92968 -2.31303  0.05
H: -0.48008 -1.34066 1.42165  0.10
H: 1.10427 -1.26328 0.63662  0.08
H: 1.02749 1.68692 1.68488  0.10
H: 1.52975 -0.62859 -1.79088  0.01
H: 2.27830 -0.55094 -1.65518  0.04
H: 0.04159 2.42482 0.23235  0.10

***

# C4H9NO

A single C4H9NO molecule at a distorted geometry (the ωB97M-V functional and the def2-TZVPD basis, the Open Molecules 2025 dataset).

Maximum force (eV/Å): 2.11
HOMO level (Ha): -0.31032
Structure (SMILES): CN(C)CC=O

Each line ends with the Löwdin charge.
Positions of all 15 atoms, in Å:
O: -2.44928 -0.65695 -1.43507  0.05
N: 0.49609 0.50985 0.18715  -0.28
C: -1.54009 -0.56838 -0.64322  -0.30
C: -0.87219 0.74646 -0.18146  -0.18
C: 1.05950 -0.14306 -0.95923  -0.10
C: 0.79276 0.04669 1.53854  -0.09
H: -1.18890 -1.45116 -0.05484  0.13
H: -0.90517 1.49111 -0.99112  0.13
H: -0.11926 -0.23621 2.08085  0.08
H: 0.20277 -0.78857 -1.39917  0.09
H: -1.44924 1.11296 0.66947  0.13
H: 1.45415 -0.83032 1.55654  0.08
H: 1.28685 0.84103 2.11622  0.08
H: 2.00677 -0.63483 -0.70441  0.09
H: 1.22524 0.56137 -1.78025  0.09

***

# C4H9NO

A single C4H9NO molecule at a distorted geometry (the ωB97M-V functional and the def2-TZVPD basis, the Open Molecules 2025 dataset).

Maximum force (eV/Å): 4.16
HOMO level (Ha): -0.34628
Structure (SMILES): CCCC(N)=O

Each line ends with the Löwdin charge.
Positions of all 15 atoms, in Å:
O: -1.23402 1.63193 0.04045  -0.01
N: -2.50080 -0.17982 0.24962  0.18
C: 0.62903 -0.09458 -0.56672  -0.27
C: -0.10324 -0.35614 0.76494  -0.12
C: -1.32991 0.45330 0.39346  -0.57
C: 2.13513 0.06717 -0.49137  -0.14
H: 0.43546 0.14045 1.57659  0.12
H: 2.34595 0.92619 0.15021  0.07
H: 2.52397 0.29793 -1.48892  0.07
H: -2.67215 -1.09716 0.61559  0.10
H: 0.12175 1.05092 -0.69515  0.15
H: 2.70382 -0.78749 -0.10435  0.07
H: -3.21399 0.33439 -0.24096  0.12
H: -0.32656 -1.39062 1.08114  0.11
H: 0.37688 -0.94898 -1.24396  0.12

***

# C4H9NO

A single C4H9NO molecule (the ωB97M-V functional and the def2-TZVPD basis, the Open Molecules 2025 dataset).

Maximum force (eV/Å): 0.50
HOMO level (Ha): -0.34485
Structure (SMILES): COC[C@H]1CN1

Each line ends with the Löwdin charge.
Positions of all 15 atoms, in Å:
O: -0.91624 0.30124 -0.16206  -0.20
N: 1.91212 0.55549 -0.71094  0.03
C: -2.18413 0.65733 0.34757  -0.10
C: -0.01810 -0.21844 0.78683  -0.21
C: 1.52122 -0.75114 -1.25555  -0.14
C: 1.33130 -0.44789 0.17143  -0.32
H: -2.14409 0.91443 1.42310  0.09
H: -2.92011 -0.14852 0.22360  0.09
H: 0.15810 0.52943 1.58368  0.13
H: 2.02968 -0.83859 0.90956  0.13
H: -0.39596 -1.14936 1.24302  0.13
H: -2.53998 1.54163 -0.18773  0.09
H: 2.34352 -1.39792 -1.55419  0.10
H: 0.62354 -0.79091 -1.86695  0.10
H: 1.19913 1.24322 -0.95138  0.09

***

# C4H9NO

2 unconnected molecules or ions with the total composition C4H9NO at a distorted geometry (the ωB97M-V functional and the def2-TZVPD basis, the Open Molecules 2025 dataset).

Maximum force (eV/Å): 6.74
HOMO level (Ha): -0.32118
Structure (SMILES): C=N/C=C/C.O

Each line ends with the Löwdin charge.
Positions of all 15 atoms, in Å:
O: 1.55237 -0.45662 3.19716  -0.06
N: 0.00586 -0.64495 0.47095  -0.02
C: -0.27375 0.50121 -0.30938  -0.18
C: -0.68353 0.48022 -1.59113  -0.15
C: -0.55923 1.77699 -2.36208  -0.13
C: -0.42226 -1.79766 0.16237  -0.03
H: 0.00864 1.51485 0.24120  0.14
H: -1.15368 -0.27090 -2.12668  0.08
H: -0.14114 1.50883 -3.31338  0.05
H: 0.22184 -2.69992 0.41715  0.10
H: 2.29690 -0.05786 2.74668  0.03
H: -1.19135 -2.14397 -0.31406  0.01
H: -0.06641 2.67754 -1.86585  0.09
H: -1.60881 2.17087 -2.70278  0.10
H: 0.80665 -0.29643 2.64513  -0.03

***

# C4H9NO

A single C4H9NO molecule at a distorted geometry (the ωB97M-V functional and the def2-TZVPD basis, the Open Molecules 2025 dataset).

Maximum force (eV/Å): 1.81
HOMO level (alpha / beta) (Ha): -0.23325 / -0.23346

Each line ends with the Löwdin charge.
Positions of all 15 atoms, in Å:
O: -0.57632 0.79482 0.42050  -0.08
N: 1.61735 0.07082 -0.12512  -0.09
C: -2.65404 -0.29531 0.04496  -0.07
C: 3.01455 0.04050 -0.10435  -0.12
C: -1.14857 -0.38957 -0.11132  -0.27
C: 0.75969 0.96056 0.29724  -0.17
H: 3.40649 -0.52596 -0.94329  0.02
H: 1.10022 1.92707 0.65226  0.14
H: -2.93003 -0.18605 1.09789  0.08
H: -0.75306 -1.26054 0.42967  0.12
H: 3.53620 0.92323 0.23008  0.01
H: -3.12814 -1.20189 -0.34372  0.08
H: -3.04967 0.56357 -0.50515  0.08
H: 1.66558 -0.92946 0.12746  0.14
H: -0.86024 -0.49180 -1.16712  0.13

***

# C4H9NO

A single C4H9NO molecule at a distorted geometry (the ωB97M-V functional and the def2-TZVPD basis, the Open Molecules 2025 dataset).

Maximum force (eV/Å): 2.12
HOMO level (Ha): -0.35475
Structure (SMILES): C[C@H](N)CC=O

Each line ends with the Löwdin charge.
Positions of all 15 atoms, in Å:
O: -1.32877 -2.30858 -0.58966  0.06
N: 1.08546 0.46149 1.32039  0.02
C: 0.53821 2.18771 -0.37785  -0.07
C: 0.08285 0.88105 0.30372  -0.48
C: -0.48154 -1.57718 -0.16678  -0.27
C: -0.12198 -0.21364 -0.71762  -0.14
H: 1.43621 1.30678 1.75907  0.06
H: -0.81905 1.16562 0.85520  0.13
H: 0.65454 2.96605 0.38567  0.07
H: 0.19604 -1.90793 0.65133  0.12
H: 1.56908 1.95492 -0.66152  0.09
H: -0.99286 0.13583 -1.28857  0.12
H: 0.75438 -0.30814 -1.36620  0.13
H: 0.65311 -0.03903 2.08429  0.06
H: -0.27035 2.51622 -1.02171  0.08

***

# C4H9NO2

A gas-phase ion, C4H9NO2 (charge -1) at a distorted geometry (the ωB97M-V functional and the def2-TZVPD basis, the Open Molecules 2025 dataset).

Multiplicity: 2
Maximum force (eV/Å): 4.01
HOMO level (alpha / beta) (Ha): 0.01002 / -0.11516
Net charge: -1

Each line ends with the Löwdin charge.
Positions of all 16 atoms, in Å:
O: -0.33878 1.22760 -2.43010  -0.09
O: 1.03001 -0.10869 2.57888  -0.25
N: 1.24178 0.88881 -0.05977  0.03
C: -0.82835 0.47261 -1.32181  -0.27
C: -0.47745 -0.77385 0.73266  -0.23
C: 0.34377 -0.12840 -0.51983  -0.40
C: 0.50679 -1.03838 1.85416  -0.47
H: -0.74304 2.09617 -2.45384  0.06
H: 0.78347 1.36566 0.70552  0.06
H: 0.72900 -1.11421 -0.75872  0.11
H: -0.96674 -1.73321 0.53719  0.08
H: 2.13704 0.51833 0.21609  0.06
H: 0.63976 -2.07888 2.19964  0.03
H: -1.54303 0.89885 -0.65848  0.09
H: -1.28641 -0.42938 -1.75229  0.11
H: -1.22781 -0.06302 1.13071  0.08

***

# C4H9NO2

A molecular structure, C4H9NO2 at a distorted geometry (the ωB97M-V functional and the def2-TZVPD basis, the Open Molecules 2025 dataset).

Maximum force (eV/Å): 4.11
HOMO level (Ha): 0.06439
Net charge: -2

Each line ends with the Löwdin charge.
Positions of all 16 atoms, in Å:
O: -2.89422 0.69008 -0.26515  -0.42
O: 1.32228 -2.12443 0.46411  -0.37
N: 1.30484 1.89063 0.86421  -0.15
C: 0.67873 0.62483 1.12963  -0.39
C: -0.44581 0.32647 0.00699  -0.29
C: 0.80041 -0.56589 -0.07320  -0.31
C: -1.89398 -0.12921 0.17406  -0.55
H: -0.35008 1.20681 -0.63877  0.10
H: 0.32646 0.14649 2.11390  0.11
H: 0.79613 -0.59827 -2.67092  0.03
H: -1.91859 -0.20862 1.41688  0.09
H: 0.10088 -0.34625 -2.71675  0.05
H: 0.59878 -1.73756 -0.51280  0.09
H: -1.95243 -1.27174 -0.19083  0.08
H: 1.62680 -0.17441 -0.71339  0.07
H: 1.89980 2.27107 1.61203  -0.14